No. 1
This record from the OMol25 dataset describes a cluster of 12 separate species, C48H111N5O19S7 in total in a non-equilibrium geometry. The level of theory is the ωB97M-V functional and the def2-TZVPD basis.

Summary:
electronic energy = -173755.3241 eV
<S²> = 0.757
frontier orbital gap (alpha / beta) = 7.03 / 1.57 eV
HOMO energy (alpha / beta) = -9.98 / -9.98 eV
max |F| = 4.40 eV Å⁻¹

ORCA input file:
```
! RIJCOSX wB97M-V def2-TZVPD def2/J DEFGRID3
* xyz 1 2
C 5.824 -0.884 -0.989
C 5.360 0.303 -1.897
C 4.228 -0.011 -2.940
O 4.527 -1.141 -3.697
C 5.587 -0.860 -4.707
N 4.925 1.485 -1.096
H 6.710 -0.607 -0.419
H 6.072 -1.734 -1.625
H 5.123 -1.218 -0.225
H 6.254 0.662 -2.406
H 3.907 0.888 -3.466
H 3.340 -0.434 -2.472
H 6.489 -0.422 -4.279
H 5.104 -0.177 -5.405
H 5.850 -1.661 -5.399
H 5.628 2.142 -0.786
H 4.163 2.052 -1.438
C -2.309 -2.506 3.224
C -3.286 -1.332 3.791
C -3.074 -0.806 5.256
O -2.903 -1.730 6.245
C -4.156 -2.323 6.602
N -3.194 -0.215 2.897
H -1.879 -2.984 4.104
H -1.452 -2.067 2.714
H -2.834 -3.240 2.613
H -4.350 -1.571 3.790
H -3.871 -0.097 5.481
H -2.091 -0.351 5.373
H -5.031 -1.731 6.870
H -3.932 -2.917 7.488
H -4.439 -3.127 5.923
H -3.843 0.460 3.276
H -2.252 0.111 3.056
C -1.749 0.830 -6.084
C -2.558 -0.511 -5.940
C -1.894 -1.610 -5.034
O -0.482 -1.895 -5.295
C -0.278 -2.913 -6.313
N -3.897 -0.192 -5.576
H -1.544 1.344 -5.145
H -2.389 1.469 -6.693
H -0.735 0.639 -6.432
H -2.749 -0.802 -6.973
H -2.483 -2.526 -4.993
H -1.897 -1.247 -4.006
H 0.755 -3.232 -6.170
H -0.381 -2.483 -7.309
H -0.876 -3.824 -6.351
H -4.074 0.271 -4.696
H -4.041 0.643 -6.125
C -5.569 0.330 -0.671
C -4.103 0.647 -0.968
C -3.816 0.918 -2.476
O -4.927 1.209 -3.403
C -5.225 2.563 -3.392
N -3.664 1.892 -0.201
H -6.320 1.068 -0.953
H -5.604 0.084 0.390
H -5.984 -0.540 -1.180
H -3.552 -0.262 -0.726
H -3.484 -0.104 -2.658
H -3.008 1.610 -2.715
H -5.388 3.036 -2.423
H -6.122 2.599 -4.009
H -4.535 3.109 -4.036
H -3.651 1.640 0.777
H -2.673 1.953 -0.387
C 2.952 4.246 -2.037
C 3.623 5.552 -2.380
C 3.472 5.848 -3.892
O 4.262 4.834 -4.621
C 5.586 5.132 -4.871
N 3.091 6.617 -1.543
H 2.735 3.977 -1.004
H 3.529 3.445 -2.500
H 2.027 4.093 -2.593
H 4.675 5.444 -2.118
H 3.877 6.807 -4.218
H 2.450 5.635 -4.204
H 6.243 5.372 -4.035
H 5.457 5.790 -5.730
H 5.990 4.245 -5.358
H 3.014 6.219 -0.618
H 2.125 6.738 -1.811
C -4.639 -3.513 -0.701
C -3.194 -3.894 -1.054
C -3.312 -4.715 -2.405
S -5.038 -4.480 -3.135
O -5.805 -5.700 -2.854
O -5.030 -3.853 -4.473
C -5.478 -3.206 -1.946
H -4.623 -2.620 -0.075
H -5.001 -4.428 -0.233
H -2.620 -4.318 -0.230
H -2.653 -2.982 -1.307
H -3.048 -5.737 -2.134
H -2.563 -4.354 -3.110
H -6.510 -2.874 -2.062
H -4.930 -2.313 -2.247
C -2.502 4.718 -2.402
C -3.030 6.073 -1.815
C -2.111 6.514 -0.680
S -0.433 6.006 -1.175
O 0.276 5.458 -0.029
O 0.244 7.106 -1.934
C -0.973 4.678 -2.362
H -2.850 4.580 -3.425
H -3.017 4.025 -1.736
H -4.017 6.090 -1.353
H -3.096 6.750 -2.667
H -2.410 5.736 0.023
H -2.121 7.511 -0.239
H -0.574 3.753 -1.946
H -0.426 4.635 -3.303
C 1.433 -3.826 5.812
C 2.564 -4.984 5.994
C 2.880 -5.476 4.599
S 2.726 -4.012 3.512
O 1.675 -4.300 2.569
O 3.958 -3.436 3.034
C 2.035 -2.828 4.781
H 1.022 -3.388 6.722
H 0.542 -4.291 5.389
H 2.127 -5.774 6.605
H 3.335 -4.373 6.463
H 2.237 -6.301 4.292
H 3.835 -5.993 4.503
H 1.312 -2.226 4.232
H 2.822 -2.182 5.169
C -0.687 -6.356 2.445
C -0.620 -7.887 2.679
C -1.373 -8.550 1.524
S -0.692 -7.746 0.014
O -1.854 -7.483 -0.844
O 0.473 -8.452 -0.562
C -0.170 -6.225 1.008
H 0.029 -5.883 3.117
H -1.744 -6.100 2.374
H -1.000 -7.937 3.699
H 0.414 -8.219 2.771
H -2.439 -8.322 1.504
H -1.459 -9.636 1.469
H -0.585 -5.402 0.427
H 0.918 -6.223 0.939
C -2.069 3.726 3.717
C -1.101 4.134 4.936
C -0.166 2.894 5.193
S -0.010 2.009 3.554
O -0.491 0.575 3.594
O 1.345 2.157 3.056
C -1.196 3.115 2.620
H -2.611 4.607 3.374
H -2.894 3.060 3.971
H -1.716 4.386 5.799
H -0.537 5.013 4.623
H -0.653 2.157 5.832
H 0.776 3.093 5.703
H -1.689 2.636 1.774
H -0.391 3.767 2.280
C 1.228 -1.297 0.730
C 0.982 -2.040 -0.633
C 0.100 -1.196 -1.498
S 0.459 0.552 -1.040
O -0.720 1.127 -0.411
O 1.074 1.301 -2.158
C 1.760 0.130 0.273
H 1.955 -1.803 1.364
H 0.326 -1.281 1.341
H 0.707 -3.080 -0.454
H 1.927 -2.048 -1.175
H -0.918 -1.286 -1.120
H 0.072 -1.336 -2.579
H 1.785 0.940 1.002
H 2.736 0.096 -0.212
C 6.120 2.269 2.896
C 4.689 2.107 2.531
C 4.088 3.455 2.578
S 4.664 4.190 4.182
O 3.652 3.827 5.146
O 5.217 5.553 4.044
C 6.128 3.084 4.261
H 6.695 2.829 2.158
H 6.618 1.321 3.097
H 4.246 1.457 3.286
H 4.589 1.509 1.626
H 3.010 3.622 2.587
H 4.504 4.046 1.762
H 6.054 2.430 5.130
H 7.025 3.703 4.272
*
```

Löwdin atomic charge list, values in e, 2 entries:
1 C -0.043
2 C -0.365



No. 2
This record from the OMol25 dataset describes the molecule C2H7N5O in a non-equilibrium geometry. The level of theory is the ωB97M-V functional and the def2-TZVPD basis.

Summary:
electronic energy = -11681.8627 eV
frontier orbital gap = 8.68 eV
HOMO energy = -8.08 eV
max |F| = 5.84 eV Å⁻¹
energy relative to the best compared isomer or geometry (same formula, charge and spin) = 77.1 kcal/mol

ORCA input file:
```
! RIJCOSX wB97M-V def2-TZVPD def2/J DEFGRID3
* xyz 0 1
C 0.427 -0.227 -0.240
C -1.171 -0.766 -0.095
H -0.734 2.839 -0.554
H -1.030 2.090 1.104
H 1.359 1.353 0.480
H 3.415 -0.822 0.121
H 2.746 0.433 -0.752
H -3.030 -0.465 0.248
H -2.131 1.077 0.154
N -0.578 2.058 0.122
N 0.566 1.197 -0.032
N 1.511 -0.951 0.000
N 2.603 -0.200 0.088
N -2.227 0.039 -0.231
O -1.157 -1.943 0.198
*
```

natural (NBO) atomic charge list, values in e, 2 entries:
1 C 0.253
2 C 0.656



No. 3
This record from the OMol25 dataset describes a structure of composition C41H71CsN7O8P in a non-equilibrium geometry. The level of theory is the ωB97M-V functional and the def2-TZVPD basis.

Summary:
electronic energy = -80313.8923 eV
frontier orbital gap = 5.41 eV
HOMO energy = -5.43 eV
max |F| = 1.06 eV Å⁻¹
energy relative to the best compared isomer or geometry (same formula, charge and spin) = 33.8 kcal/mol

ORCA input file:
```
! RIJCOSX wB97M-V def2-TZVPD def2/J DEFGRID3
* xyz 0 1
Cs -0.820 0.244 -0.003
C -4.707 -2.786 -2.794
N -3.287 -2.908 -2.515
C -2.895 -4.128 -1.832
C -2.450 -1.837 -2.477
O -1.288 -1.904 -2.114
C -3.082 -0.509 -2.891
O -2.183 0.534 -2.628
C -2.836 1.773 -2.514
C -1.823 2.845 -2.111
O -0.638 2.589 -2.007
N -2.345 4.068 -1.857
C -1.457 5.122 -1.391
C -3.733 4.415 -2.090
H -5.084 -3.764 -3.089
H -4.894 -2.104 -3.621
H -5.266 -2.452 -1.915
H -3.003 -4.990 -2.493
H -3.522 -4.281 -0.949
H -1.861 -4.035 -1.519
H -4.002 -0.379 -2.306
H -3.363 -0.536 -3.953
H -3.618 1.715 -1.744
H -3.322 2.060 -3.456
H -0.518 4.674 -1.078
H -1.913 5.623 -0.537
H -1.265 5.855 -2.179
H -4.411 3.633 -1.750
H -3.935 4.626 -3.145
H -3.965 5.309 -1.516
C 1.129 0.203 3.532
O 1.585 0.025 2.195
C 2.541 0.996 1.791
C 1.963 2.387 1.580
O 1.354 2.549 0.314
C 2.281 2.793 -0.726
H 1.983 0.308 4.212
H 0.567 -0.692 3.801
H 0.456 1.059 3.613
H 2.950 0.622 0.854
H 3.340 1.042 2.544
H 2.768 3.125 1.700
H 1.185 2.597 2.318
H 2.918 3.652 -0.478
H 1.699 3.012 -1.618
H 2.905 1.917 -0.929
N 1.205 -2.746 1.393
N 0.329 -3.455 2.224
C -1.015 -3.344 2.221
N -1.691 -4.192 3.009
N -1.508 -2.405 1.419
N -2.854 -2.275 1.288
O -3.660 -2.999 1.872
O -3.205 -1.393 0.520
H 0.796 -2.645 0.470
H 1.369 -1.808 1.763
H 0.734 -4.264 2.662
H -1.202 -4.747 3.688
H -2.693 -4.080 3.046
O 2.732 -0.443 -1.454
P 3.721 -1.285 -2.198
C 3.813 -0.603 -3.909
C 2.487 -0.674 -4.687
C 2.382 -1.876 -5.622
C 3.588 -1.978 -6.551
C 4.887 -2.058 -5.753
C 5.027 -0.863 -4.816
C 3.226 -3.041 -1.999
C 1.698 -3.186 -2.070
C 1.283 -4.562 -1.559
C 1.972 -5.683 -2.334
C 3.489 -5.519 -2.299
C 3.900 -4.143 -2.821
C 5.444 -1.013 -1.581
C 6.463 -2.161 -1.666
C 6.311 -3.204 -0.558
C 6.255 -2.565 0.829
C 5.187 -1.476 0.899
C 5.441 -0.421 -0.169
H 3.902 0.438 -3.569
H 2.421 0.231 -5.301
H 1.646 -0.631 -3.992
H 1.460 -1.797 -6.204
H 2.299 -2.800 -5.048
H 3.621 -1.094 -7.199
H 3.492 -2.845 -7.208
H 5.745 -2.085 -6.429
H 4.914 -2.989 -5.185
H 5.148 0.030 -5.439
H 5.945 -0.945 -4.230
H 3.486 -3.203 -0.943
H 1.353 -3.071 -3.101
H 1.215 -2.389 -1.509
H 0.201 -4.666 -1.629
H 1.551 -4.645 -0.497
H 1.635 -5.659 -3.377
H 1.685 -6.657 -1.932
H 3.972 -6.300 -2.890
H 3.844 -5.636 -1.268
H 3.578 -4.062 -3.859
H 4.986 -4.054 -2.819
H 5.790 -0.218 -2.250
H 7.457 -1.708 -1.574
H 6.444 -2.638 -2.649
H 7.145 -3.908 -0.616
H 5.404 -3.794 -0.713
H 7.229 -2.117 1.059
H 6.076 -3.332 1.585
H 5.186 -1.011 1.888
H 4.189 -1.909 0.766
H 6.427 0.027 0.003
H 4.711 0.382 -0.117
C -3.727 0.416 5.879
C -2.993 -0.378 4.969
C -2.335 0.221 3.931
C -2.353 1.626 3.716
C -1.637 2.173 2.593
C -1.737 3.553 2.500
C -2.467 4.366 3.405
C -3.138 3.813 4.460
C -3.095 2.409 4.644
C -3.773 1.772 5.717
H -4.254 -0.052 6.702
H -2.965 -1.455 5.097
H -1.760 -0.351 3.210
H -1.222 4.073 1.689
H -2.493 5.444 3.262
H -3.698 4.427 5.157
H -4.338 2.385 6.413
*
```

Löwdin atomic charge list, values in e, 2 entries:
1 Cs 1.178
2 C -0.046



No. 4
This record from the OMol25 dataset describes the ion C3H8NOS with charge +1 in a non-equilibrium geometry. The level of theory is the ωB97M-V functional and the def2-TZVPD basis.

Summary:
electronic energy = -17601.7791 eV
frontier orbital gap (alpha / beta) = 7.57 / 8.37 eV
HOMO energy (alpha / beta) = -12.02 / -12.22 eV
max |F| = 3.64 eV Å⁻¹
energy relative to the best compared isomer or geometry (same formula, charge and spin) = 107.3 kcal/mol

ORCA input file:
```
! RIJCOSX wB97M-V def2-TZVPD def2/J DEFGRID3
* xyz 1 1
C 1.757 -1.351 0.839
C -0.100 0.210 0.245
C -0.662 0.302 -2.296
N -0.725 0.569 1.562
O 0.973 -0.566 0.198
S -0.406 1.497 -0.900
H 1.795 -1.133 1.906
H 2.350 -2.162 0.292
H 0.343 -0.022 -2.428
H -1.205 0.971 -3.019
H -1.282 -0.463 -2.004
H -1.385 1.350 1.487
H -0.030 0.838 2.260
H -1.422 -0.041 1.860
*
```

natural (NBO) atomic charge list, values in e, 2 entries:
1 C -0.011
2 C 0.111



No. 5
This record from the OMol25 dataset describes a structure of composition C35H68N5O7PdS6 in a non-equilibrium geometry. The level of theory is the ωB97M-V functional and the def2-TZVPD basis.

Summary:
electronic energy = -127651.3993 eV
<S²> = 2.005
frontier orbital gap (alpha / beta) = 5.11 / 3.84 eV
HOMO energy (alpha / beta) = -9.26 / -9.26 eV
max |F| = 4.38 eV Å⁻¹

ORCA input file:
```
! RIJCOSX wB97M-V def2-TZVPD def2/J DEFGRID3
* xyz 1 3
Pd -1.067 -1.415 -4.743
C -0.013 1.224 -0.800
C 0.682 -0.190 -0.640
C 0.268 -0.847 0.688
O 0.569 -1.009 -1.726
H -0.030 1.800 0.125
H -1.045 1.028 -1.090
H 0.397 1.759 -1.657
H 1.741 0.048 -0.536
H 0.525 -0.122 1.460
H 0.793 -1.781 0.890
H -0.801 -1.036 0.790
C 7.715 2.486 2.585
S 7.525 3.250 0.900
O 8.436 2.439 -0.043
C 5.828 2.488 0.639
H 8.756 2.407 2.899
H 7.238 1.506 2.604
H 7.136 3.079 3.292
H 5.351 2.497 1.620
H 6.127 1.444 0.554
H 5.215 2.851 -0.186
C -4.555 3.980 -5.180
S -3.111 2.943 -5.698
O -3.018 1.636 -4.965
C -3.586 2.585 -7.443
H -4.434 4.212 -4.122
H -5.489 3.456 -5.384
H -4.665 4.895 -5.763
H -4.366 1.823 -7.425
H -2.737 2.346 -8.083
H -3.940 3.472 -7.967
C -7.094 -1.146 -2.693
S -5.725 -2.369 -2.485
O -4.380 -1.789 -3.052
C -5.535 -2.139 -0.625
H -7.874 -1.327 -1.954
H -7.570 -1.052 -3.669
H -6.599 -0.218 -2.407
H -6.481 -2.304 -0.108
H -5.193 -1.147 -0.332
H -4.792 -2.837 -0.239
C -2.460 -7.761 -3.283
S -1.221 -6.387 -3.241
O -1.699 -5.139 -3.948
C -1.575 -6.048 -1.483
H -3.467 -7.365 -3.147
H -2.237 -8.447 -2.466
H -2.375 -8.147 -4.298
H -2.596 -6.381 -1.293
H -1.369 -5.012 -1.216
H -0.945 -6.723 -0.904
C -7.119 4.137 2.139
S -6.441 3.681 0.505
O -7.024 4.568 -0.599
C -4.724 4.247 0.938
H -8.100 3.663 2.126
H -7.209 5.222 2.072
H -6.605 3.788 3.034
H -3.959 3.983 0.208
H -4.416 3.992 1.951
H -4.738 5.337 0.903
C 3.562 0.601 -5.257
S 2.356 1.497 -6.323
O 1.032 0.745 -6.261
C 2.355 3.126 -5.447
H 4.493 1.146 -5.411
H 3.566 -0.475 -5.433
H 3.268 0.845 -4.236
H 2.557 3.101 -4.376
H 1.458 3.655 -5.770
H 3.137 3.749 -5.881
N -5.027 -0.190 6.129
C -4.936 -1.380 5.468
C -3.754 -1.497 4.812
C -3.069 -0.303 5.039
C -3.889 0.498 5.815
H -5.683 0.096 6.841
H -5.776 -2.056 5.530
H -3.428 -2.331 4.209
H -2.038 -0.179 4.742
H -3.643 1.466 6.225
N 5.963 -2.134 6.299
C 5.261 -1.437 5.316
C 5.200 -2.299 4.264
C 5.866 -3.438 4.522
C 6.217 -3.393 5.877
H 6.152 -1.675 7.179
H 4.833 -0.454 5.444
H 4.694 -2.123 3.326
H 6.059 -4.303 3.905
H 6.581 -4.063 6.642
N -0.422 -2.813 7.599
C -0.660 -3.570 8.701
C 0.605 -4.185 8.923
C 1.402 -4.023 7.753
C 0.751 -3.028 7.038
H -1.137 -2.197 7.239
H -1.602 -3.484 9.223
H 0.927 -4.816 9.738
H 2.391 -4.383 7.506
H 1.082 -2.480 6.168
N 4.774 -3.197 -1.586
C 6.091 -2.886 -1.464
C 6.842 -4.026 -1.142
C 5.962 -5.039 -1.052
C 4.685 -4.513 -1.286
H 3.964 -2.625 -1.779
H 6.409 -1.871 -1.653
H 7.913 -4.053 -1.003
H 6.046 -6.023 -0.614
H 3.738 -5.032 -1.274
N 1.839 7.471 -3.388
C 0.955 6.768 -2.611
C -0.337 6.901 -3.182
C -0.198 7.722 -4.312
C 1.146 8.074 -4.444
H 2.849 7.475 -3.355
H 1.230 6.156 -1.765
H -1.192 6.286 -2.941
H -1.001 7.872 -5.018
H 1.660 8.589 -5.242
*
```

Löwdin atomic charge list, values in e, 2 entries:
1 Pd 0.911
2 C -0.039



- max |F| of number 1 (C48H111N5O19S7)?
  4.40 eV Å⁻¹